a.
C6H14N2 | the ωB97M-V functional and the def2-TZVPD basis

SMILES: NCCN1CCCC1
orbital gap: 0.3496 Eh
HOMO: -8.42 eV
LUMO energy: 1.093 eV

Geometry as ORCA input:
```
! wB97M-V def2-TZVPD RIJCOSX def2/J DEFGRID3
* xyz 0 1
N -0.03011 2.22035 -2.55907
C 0.70738 1.43621 -1.58808
C -0.10769 0.26466 -1.08115
N 0.63952 -0.42356 -0.02442
C 0.19499 -1.80834 0.20616
C -0.85560 -1.74976 1.32553
C -0.51891 -0.47814 2.12651
C 0.58086 0.20212 1.29306
H 0.32500 3.15013 -2.67916
H -1.02394 2.08843 -2.50072
H 1.56925 0.95206 -2.04022
H 1.08387 2.01653 -0.74225
H -1.07167 0.65887 -0.70588
H -0.16499 -0.44761 -1.89516
H -0.23327 -2.16267 -0.73632
H 1.03821 -2.42152 0.51653
H -1.82609 -1.62353 0.85902
H -0.83537 -2.65503 1.93465
H -0.11506 -0.64096 3.11550
H -1.43727 0.10637 2.22315
H 0.52036 1.28817 1.20484
H 1.56055 0.02721 1.74749
*
```



b.
C6H14N2 | the ωB97M-V functional and the def2-TZVPD basis

SMILES: [H]/N=C(/C)CC.[H]/N=C\C
orbital gap: 0.3640 Eh
HOMO: -8.99 eV
LUMO energy: 0.911 eV

Geometry as ORCA input:
```
! wB97M-V def2-TZVPD RIJCOSX def2/J DEFGRID3
* xyz 0 1
H 1.09375 -0.86947 -1.52516
N 1.85066 -0.69688 -0.79622
C 1.62454 0.21432 0.02640
C 2.40356 0.28168 1.30893
C 0.51783 1.31877 -0.08269
C -0.07539 1.48229 -1.47533
H 3.14642 1.07796 1.23200
H 2.92762 -0.65831 1.47392
H 1.75335 0.50613 2.15306
H -0.26134 1.11267 0.65465
H 0.99980 2.25162 0.22398
H 0.70241 1.65787 -2.21993
H -0.77785 2.31423 -1.50170
H -0.63171 0.59613 -1.77577
H -1.81551 -1.67944 -1.62572
N -0.99643 -1.77779 -1.01574
C -1.22613 -1.56784 0.20202
C -2.47668 -1.04570 0.83319
H -0.39240 -1.75413 0.87816
H -2.82083 -1.75629 1.58680
H -2.27665 -0.10830 1.35015
H -3.26900 -0.89950 0.09502
*
```



Most stable = a



a.
C7H6O | the ωB97M-V functional and the def2-TZVPD basis

orbital gap: 0.3225 Eh
HOMO: -8.72 eV
LUMO energy: 0.059 eV

Geometry as ORCA input:
```
! wB97M-V def2-TZVPD RIJCOSX def2/J DEFGRID3
* xyz 0 1
C -1.51191 -0.95758 0.51176
C -0.46907 -0.68797 -0.38625
C -1.38791 0.25084 -1.20897
C -0.96912 1.06111 -0.14920
C -2.24098 0.17573 0.05561
C 0.83454 0.08450 0.34879
C 2.11410 0.15864 -0.51257
O 0.15477 1.29320 0.59238
H -1.73944 -1.70033 1.31666
H -3.24008 0.51501 0.20699
H 1.01655 -0.51809 1.24762
H 2.20073 0.45965 -1.57882
H 2.38088 -0.87109 -0.52920
H 2.85695 0.73638 0.08518
*
```



b.
C7H6O | the ωB97M-V functional and the def2-TZVPD basis

SMILES: C1=CC2=COCC2=C1
orbital gap: 0.3064 Eh
HOMO: -8.17 eV
LUMO energy: 0.168 eV

Geometry as ORCA input:
```
! wB97M-V def2-TZVPD RIJCOSX def2/J DEFGRID3
* xyz 0 1
C -1.97227 -0.22575 -0.00123
C -1.55980 0.98565 0.46850
C -0.08019 0.90643 0.41524
C 1.19957 1.47156 0.14982
O 2.26437 0.66126 -0.12183
C 1.76488 -0.75060 -0.05201
C 0.17150 -0.45695 -0.33881
C -0.94535 -1.07215 -0.65923
H -3.04501 -0.84912 0.34684
H -2.16457 1.89179 0.79403
H 1.39096 2.58313 -0.07067
H 2.14096 -1.67597 -0.92621
H 2.04981 -1.34818 0.97897
H -1.21489 -2.12111 -0.98343
*
```



c.
C7H6O | the ωB97M-V functional and the def2-TZVPD basis

SMILES: C#CC(C#C)=COC
orbital gap: 0.3274 Eh
HOMO: -8.36 eV
LUMO energy: 0.553 eV

Geometry as ORCA input:
```
! wB97M-V def2-TZVPD RIJCOSX def2/J DEFGRID3
* xyz 0 1
C -3.25235 1.46690 0.06933
C -2.17661 0.88952 0.09986
C -0.91891 0.03590 -0.28087
C -0.43609 -0.91641 0.81830
C 0.37858 -1.54783 1.71910
C 0.02857 0.56275 -1.15575
O 1.26647 0.34729 -1.40849
C 2.05547 -0.28775 -0.41749
H -4.20303 1.85861 0.26862
H 0.83318 -1.99622 2.59878
H -0.31424 1.30298 -1.75457
H 3.17018 -0.54337 -0.71847
H 1.63940 -1.33153 -0.42082
H 1.92937 0.15917 0.58246
*
```



d.
C7H6O | the ωB97M-V functional and the def2-TZVPD basis

SMILES: C#CC(=C)C(=C)C=O
orbital gap: 0.3276 Eh
HOMO: -9.23 eV
LUMO energy: -0.312 eV

Geometry as ORCA input:
```
! wB97M-V def2-TZVPD RIJCOSX def2/J DEFGRID3
* xyz 0 1
C -2.33265 -0.43321 0.62082
C -1.20767 -0.55075 0.32599
C -0.00374 -0.80922 -0.28195
C 0.44254 -1.63133 -1.06469
C 0.95406 0.15368 0.02458
C 1.85445 -0.25803 1.08104
C 0.54715 1.55340 -0.30212
O -0.64376 1.81342 -0.48351
H -3.18333 -0.10273 1.19605
H -0.18557 -2.40751 -1.19680
H 1.52194 -1.58346 -1.26396
H 2.28490 0.51343 1.61520
H 1.73307 -1.40735 1.54074
H 1.45414 2.33301 -0.44520
*
```



Most stable = b



a.
C7H6O | the ωB97M-V functional and the def2-TZVPD basis

SMILES: C#CC(=C)C#C.C=O
orbital gap: 0.3435 Eh
HOMO: -9.19 eV
LUMO energy: 0.159 eV

Geometry as ORCA input:
```
! wB97M-V def2-TZVPD RIJCOSX def2/J DEFGRID3
* xyz 0 1
C 1.12703 -2.10358 1.11217
C 0.54974 -1.36267 0.38163
C -0.13743 -0.57173 -0.61041
C 0.49657 0.08613 -1.55856
C -1.59276 -0.40416 -0.47052
C -2.73466 0.01283 -0.67267
H 1.65091 -2.61685 1.91284
H 1.63264 -0.04881 -1.72016
H 0.08434 0.80693 -2.33428
H -3.71701 -0.00906 -0.62853
C 0.11130 1.99014 0.94549
O 0.82841 2.16726 0.02785
H -1.04016 2.32253 0.90270
H 0.41569 1.45051 1.85723
*
```



b.
C7H6O | the ωB97M-V functional and the def2-TZVPD basis

orbital gap (spin up / spin down): 0.3064 / 0.2795 Eh
HOMO (spin up / spin down): -8.38 / -7.89 eV
LUMO energy (spin up / spin down): -0.046 / -0.288 eV

Geometry as ORCA input:
```
! wB97M-V def2-TZVPD RIJCOSX def2/J DEFGRID3
* xyz 0 1
C 1.57106 0.20716 -0.12547
C 1.09398 -1.01290 0.13642
C 2.84805 0.57817 -0.21878
C -1.88327 0.49680 0.20610
C -0.11568 -1.49301 -0.03081
C -1.00465 -0.42962 -0.66618
C -0.05491 0.86423 -0.67256
O -0.87707 1.53853 0.13740
H 3.57759 -0.26987 -0.00717
H 3.27049 1.49004 -0.63200
H -2.79152 0.80128 -0.50469
H -2.20275 0.14730 1.22210
H -0.48623 -2.46216 0.08460
H -1.23552 -0.72842 -1.68807
*
```



c.
C7H6O | the ωB97M-V functional and the def2-TZVPD basis

SMILES: C#C/C=C/[C@H](O)C#C
orbital gap: 0.3595 Eh
HOMO: -9.05 eV
LUMO energy: 0.732 eV

Geometry as ORCA input:
```
! wB97M-V def2-TZVPD RIJCOSX def2/J DEFGRID3
* xyz 0 1
C -0.20626 3.68268 -0.95864
C 0.05721 2.51250 -0.94523
C 0.43431 1.14370 -0.66841
C -0.28752 0.38076 0.19855
C 0.25817 -0.92254 0.71605
O 1.43854 -1.25411 0.03141
C -0.72676 -2.00294 0.69750
C -1.40854 -2.98625 0.75790
H -0.41689 4.74192 -1.05166
H 1.37635 0.75533 -1.06618
H -1.26758 0.56666 0.54144
H 0.53769 -0.74884 1.79872
H 1.49507 -2.23902 -0.10847
H -1.95666 -3.89053 0.84862
*
```



Most stable = c



a.
C4H2F2O | the ωB97M-V functional and the def2-TZVPD basis

orbital gap: 0.3607 Eh
HOMO: -8.94 eV
LUMO energy: 0.877 eV

Geometry as ORCA input:
```
! wB97M-V def2-TZVPD RIJCOSX def2/J DEFGRID3
* xyz 0 1
C -0.16939 0.77609 -0.64825
C -1.05610 0.44950 0.42407
C 0.47175 -0.90680 0.51078
C 0.86775 -0.26366 -0.58277
H -1.98952 0.95881 0.80108
H 1.81927 -0.25071 -1.22882
O -0.52129 -0.43431 1.17677
F -0.50932 1.55143 -1.68198
F 1.08685 -1.88034 1.22913
*
```



b.
C4H2F2O | the ωB97M-V functional and the def2-TZVPD basis

orbital gap (spin up / spin down): 0.2820 / 0.2821 Eh
HOMO (spin up / spin down): -8.14 / -8.15 eV
LUMO energy (spin up / spin down): -0.470 / -0.468 eV

Geometry as ORCA input:
```
! wB97M-V def2-TZVPD RIJCOSX def2/J DEFGRID3
* xyz 0 1
C 0.03352 -0.96696 -0.18382
C 0.96543 0.00007 -0.63611
C -0.95351 -0.58907 0.61602
C -0.15675 1.54315 0.59508
O 0.76754 1.21368 -0.45669
F -1.76605 -1.24994 1.39908
F -1.14703 2.39150 0.36425
H 0.37441 -1.94318 -0.55798
H 1.88244 -0.39923 -1.13983
*
```



c.
C4H2F2O | the ωB97M-V functional and the def2-TZVPD basis

orbital gap: 0.3307 Eh
HOMO: -11.16 eV
LUMO energy: -2.160 eV

Geometry as ORCA input:
```
! wB97M-V def2-TZVPD RIJCOSX def2/J DEFGRID3
* xyz 0 1
C -0.03600 2.28100 -0.21629
C -0.37608 1.06668 -0.32671
C -0.77545 -0.26044 -0.56175
C 0.40847 -0.27032 0.25761
O 1.59626 -0.56974 -0.23523
F -2.36635 -0.79933 0.55904
F 0.34273 -0.33163 1.58729
H -1.11902 -0.79058 -1.42218
H 2.32543 -0.32563 0.35822
*
```



Most stable = a



a.
C12H17N2O | the ωB97M-V functional and the def2-TZVPD basis

SMILES: CN/C(C)=[NH+]\[C@H](C(C)=O)c1ccccc1
orbital gap: 0.3767 Eh
HOMO: -12.80 eV
LUMO energy: -2.547 eV

Geometry as ORCA input:
```
! wB97M-V def2-TZVPD RIJCOSX def2/J DEFGRID3
* xyz 1 1
C -2.09100 -1.89570 2.00569
N -1.20036 -1.43068 0.96684
C 0.02593 -1.87487 0.77544
C 0.56837 -2.94377 1.65136
N 0.77592 -1.40343 -0.19147
C 0.44096 -0.37625 -1.15866
C 1.72887 -0.16503 -1.99360
C 1.63535 0.84414 -3.08010
O 2.71000 -0.79848 -1.70490
C 0.02239 0.92512 -0.50712
C 0.83538 1.49881 0.46515
C 0.46650 2.69201 1.05993
C -0.71105 3.32053 0.68712
C -1.52159 2.75383 -0.28211
C -1.15911 1.55725 -0.87787
H -2.19054 -2.98050 1.97333
H -1.72852 -1.60736 2.99412
H -3.07072 -1.45272 1.85339
H -1.51774 -0.64778 0.40762
H -0.02716 -3.85071 1.55137
H 1.59831 -3.17645 1.39829
H 0.52017 -2.63720 2.69525
H 1.74127 -1.72669 -0.32148
H -0.34843 -0.73424 -1.83253
H 1.70952 1.83890 -2.63972
H 0.68411 0.78283 -3.60160
H 2.45964 0.71817 -3.77718
H 1.75995 1.01619 0.74627
H 1.10342 3.13491 1.80916
H -0.99322 4.25384 1.14754
H -2.43636 3.24228 -0.57862
H -1.79024 1.12308 -1.64090
*
```



b.
C12H17N2O | the ωB97M-V functional and the def2-TZVPD basis

SMILES: C=C[N@@H+](C)CCCC(=O)c1ccccn1
orbital gap: 0.3394 Eh
HOMO: -13.01 eV
LUMO energy: -3.780 eV

Geometry as ORCA input:
```
! wB97M-V def2-TZVPD RIJCOSX def2/J DEFGRID3
* xyz 1 1
C 0.87468 -2.16415 -1.22608
C 1.58189 -1.06495 -1.14201
N 1.90272 -0.27258 0.00067
C 2.95222 -0.75843 0.89406
C 1.93510 1.20888 -0.31652
C 0.97385 1.99788 0.61325
C -0.50996 1.63092 0.17823
C -1.02494 0.30632 0.62202
O -0.30430 -0.59830 1.08135
C -2.52155 0.04845 0.42275
C -3.17161 -1.13437 0.71505
C -4.44390 -1.27096 0.21326
C -5.12434 -0.29731 -0.46033
C -4.39361 0.85496 -0.63118
N -3.14151 1.02862 -0.26418
H 0.62706 -2.70334 -2.06659
H 0.41160 -2.59508 -0.26003
H 1.98434 -0.64476 -2.05793
H 0.97746 -0.61171 0.57636
H 3.83246 -0.18914 0.68175
H 2.63527 -0.57139 1.85618
H 3.36267 -1.85938 0.82405
H 1.55917 1.28449 -1.42285
H 2.93490 1.58466 -0.30669
H 1.06310 3.00872 0.37849
H 1.17766 1.87846 1.67153
H -1.07985 2.46203 0.70584
H -0.72851 1.76833 -0.93833
H -2.76838 -1.83450 1.27801
H -4.94874 -2.18158 0.41458
H -6.12708 -0.50715 -0.71891
H -4.88260 1.78148 -0.98893
*
```



Most stable = a



a.
C3H8O3 | the ωB97M-V functional and the def2-TZVPD basis

SMILES: O=CO.CCO
orbital gap: 0.4115 Eh
HOMO: -10.39 eV
LUMO energy: 0.810 eV

Geometry as ORCA input:
```
! wB97M-V def2-TZVPD RIJCOSX def2/J DEFGRID3
* xyz 0 1
O -1.25636 -0.10657 -2.20681
C -1.40516 0.20742 -1.09188
O -1.71583 1.51010 -0.86981
H -1.35156 -0.64116 -0.29759
H -2.32768 1.55618 -1.57745
C 2.29613 0.30196 1.07504
C 1.61634 -1.03741 1.28212
O 0.14694 -0.92128 1.39956
H 2.49301 0.54098 0.03166
H 3.43872 0.48004 1.36439
H 1.52744 0.98586 1.36791
H 1.88817 -1.71203 0.42178
H 1.97781 -1.45492 2.28296
H -0.08784 -0.44480 2.23114
*
```



b.
C3H8O3 | the ωB97M-V functional and the def2-TZVPD basis

SMILES: CCC(=O)O.O
orbital gap: 0.4147 Eh
HOMO: -10.51 eV
LUMO energy: 0.773 eV

Geometry as ORCA input:
```
! wB97M-V def2-TZVPD RIJCOSX def2/J DEFGRID3
* xyz 0 1
C 0.57645 -0.94501 -2.37553
C 1.31113 -1.36661 -1.09398
C 0.53327 -1.16059 0.19538
O -0.27406 -0.28567 0.31910
O 1.17927 -1.74988 1.22990
H -0.25834 -0.27639 -2.24852
H 0.10705 -1.82808 -2.81760
H 1.32076 -0.57176 -3.08031
H 1.55779 -2.41175 -1.21576
H 2.25141 -0.82705 -0.99662
H 1.04132 -1.18884 2.00851
O -3.03855 3.80844 3.28311
H -3.78488 4.20725 3.74502
H -2.52262 4.59596 3.04730
*
```



Most stable = b